ORCA calculation (wB97M-V/def2-TZVPD) on a molecular structure, C24H38PPd at a distorted geometry.

CARTESIAN COORDINATES (ANGSTROEM)
C -1.454 -0.211 2.354
C -2.394 -0.609 1.289
C -2.971 0.584 0.757
C -2.342 1.697 1.353
C -1.398 1.238 2.315
Pd -0.076 -0.420 0.724
C 2.527 1.163 -1.587
C 2.815 0.405 -0.333
H 3.802 -0.090 -0.381
C 1.940 0.494 0.768
H 1.448 1.499 0.771
H 2.416 0.102 1.709
C 3.708 1.376 -2.418
H 4.180 0.474 -2.762
H 3.498 1.863 -3.348
H 4.391 1.944 -1.822
C 1.836 2.579 -1.524
H 0.885 2.613 -0.956
H 2.565 3.271 -1.138
H 1.503 2.791 -2.574
C -2.854 -1.987 0.982
H -2.232 -2.742 1.481
H -3.896 -2.161 1.295
H -2.817 -2.156 -0.109
C -4.095 0.597 -0.209
H -3.902 -0.100 -1.027
H -5.055 0.288 0.235
H -4.224 1.587 -0.651
C -2.667 3.117 1.063
H -2.696 3.297 -0.021
H -3.650 3.409 1.467
H -1.908 3.786 1.483
C -0.645 2.097 3.257
H -0.176 2.952 2.741
H -1.295 2.517 4.049
H 0.148 1.528 3.762
C -0.976 -1.072 3.455
H 0.021 -0.767 3.779
H -1.643 -0.979 4.312
H -0.969 -2.118 3.149
C 0.082 0.267 -1.405
C 1.322 0.671 -2.276
C -1.162 0.650 -2.110
C 1.271 0.711 -3.638
H 0.107 -0.770 -1.234
C -1.143 0.917 -3.457
H -2.034 0.882 -1.584
C -0.009 0.825 -4.239
H 2.223 0.815 -4.177
H -2.019 1.375 -3.947
H -0.031 0.893 -5.289
C 0.170 -3.826 -0.221
P 1.149 -2.449 0.448
C 1.712 -3.016 2.096
C 2.667 -2.527 -0.548
H -0.514 -4.231 0.545
H 0.833 -4.637 -0.575
H -0.432 -3.471 -1.079
H 0.851 -3.179 2.751
H 2.290 -3.944 2.019
H 2.330 -2.235 2.547
H 2.773 -3.509 -1.051
H 2.659 -1.751 -1.340
H 3.556 -2.323 0.071

⟨S²⟩: 6.093
Total charge: +1
Orbital gap (alpha / beta), eV: 6.25 / 5.85
Spin multiplicity: 5
LUMO (alpha / beta), eV: -2.58 / -4.85

---

ORCA calculation (wB97M-V/def2-TZVPD) on a molecular structure, C3H12N2O3 at a distorted geometry.

CARTESIAN COORDINATES (ANGSTROEM)
O 0.996 1.029 -1.428
C -0.390 0.923 -1.376
C -0.944 -0.024 -0.020
N -0.928 0.651 1.325
C 0.626 1.259 1.869
N 0.761 0.491 3.124
H -0.853 0.364 -2.193
H -0.786 1.920 -1.250
H -0.104 -0.735 -0.119
H -1.150 -0.004 2.108
H 0.554 2.215 1.401
H 1.293 0.926 1.147
H 0.070 1.539 2.913
H 1.393 0.935 3.726
H 1.346 -0.729 -1.379
H 0.177 -1.908 -1.667
O 1.190 -1.684 -1.426
H -1.882 -0.301 -0.438
H -1.625 -2.620 -2.423
O -1.314 -2.162 -1.623

⟨S²⟩: 1.742
Total charge: +1
Orbital gap (alpha / beta), eV: 6.36 / 7.32
Spin multiplicity: 2
Relative energy (zero: lowest compared OMol25 entry of this formula, charge and spin), kcal/mol: 283.22
LUMO (alpha / beta), eV: -8.11 / -7.19

---

ORCA calculation (wB97M-V/def2-TZVPD) on a molecular structure, C44H39Cl2CsN3O4P at a distorted geometry.

CARTESIAN COORDINATES (ANGSTROEM)
Cs 0.273 0.815 1.451
Cl 3.185 3.223 8.288
C 2.581 2.319 6.922
C 3.296 1.190 6.481
C 2.837 0.471 5.420
Cl 3.716 -0.932 4.890
C 1.627 0.802 4.689
O 1.240 0.111 3.714
C 0.953 1.967 5.184
C -0.280 2.431 4.592
O -0.894 2.007 3.621
C 1.435 2.695 6.291
H 4.204 0.894 6.988
H -0.706 3.299 5.141
H 0.886 3.563 6.637
C 4.597 1.720 -0.916
C 4.650 0.579 0.100
C 4.283 1.071 1.497
C 3.778 -0.612 -0.335
C 4.292 -1.289 -1.627
O 3.263 -1.029 -2.599
C 2.245 -0.462 -1.915
N 2.413 -0.202 -0.687
C 1.020 -0.154 -2.683
C 1.134 0.712 -3.769
C 0.014 1.108 -4.473
C -1.238 0.631 -4.100
C -1.350 -0.254 -3.045
C -0.226 -0.678 -2.323
P -0.532 -1.688 -0.821
C -1.816 -2.858 -1.447
C -1.805 -3.387 -2.740
C -2.758 -4.312 -3.127
C -3.738 -4.722 -2.227
C -3.762 -4.195 -0.947
C -2.807 -3.262 -0.561
C 0.868 -2.891 -0.752
C 1.339 -3.193 0.520
C 2.355 -4.121 0.714
C 2.910 -4.763 -0.383
C 2.448 -4.467 -1.662
C 1.438 -3.538 -1.849
H 5.314 2.496 -0.644
H 3.599 2.159 -0.933
H 4.840 1.377 -1.924
H 5.675 0.190 0.135
H 3.265 1.458 1.506
H 4.963 1.860 1.820
H 4.344 0.262 2.227
H 3.736 -1.327 0.491
H 4.403 -2.368 -1.520
H 5.229 -0.864 -1.987
H 2.110 1.087 -4.053
H 0.109 1.790 -5.309
H -2.120 0.943 -4.644
H -2.318 -0.648 -2.761
H -1.059 -3.059 -3.452
H -2.741 -4.716 -4.132
H -4.480 -5.448 -2.532
H -4.531 -4.514 -0.255
H -2.822 -2.840 0.438
H 0.894 -2.690 1.371
H 2.708 -4.341 1.713
H 3.700 -5.491 -0.250
H 2.885 -4.963 -2.521
H 1.108 -3.313 -2.855
O -1.195 -1.603 3.114
C -2.535 -1.501 3.505
C -3.417 -0.719 2.548
C -4.797 -0.689 2.751
C -5.588 0.014 1.864
C -4.981 0.669 0.799
C -3.608 0.591 0.682
N -2.841 -0.092 1.535
H -0.705 -0.805 3.364
H -2.633 -1.071 4.508
H -2.923 -2.522 3.563
H -5.238 -1.212 3.591
H -6.662 0.050 1.997
H -5.571 1.225 0.082
H -3.073 1.082 -0.127
N -0.440 2.548 -0.980
C -1.045 3.214 -1.694
C -1.799 4.057 -2.578
C -1.176 4.608 -3.697
C -1.897 5.432 -4.543
C -3.232 5.706 -4.275
C -3.850 5.156 -3.160
C -3.136 4.331 -2.308
H -0.135 4.385 -3.888
H -1.416 5.865 -5.410
H -3.792 6.354 -4.937
H -4.888 5.377 -2.954
H -3.605 3.905 -1.431

Orbital gap, eV: 7.03
Relative energy (zero: lowest compared OMol25 entry of this formula, charge and spin), kcal/mol: 7.67
LUMO, eV: -0.02

---

ORCA calculation (wB97M-V/def2-TZVPD) on 2 unconnected molecules or ions with the total composition CBrN3O at a distorted geometry.

CARTESIAN COORDINATES (ANGSTROEM)
C -0.235 -0.340 0.075
N -0.702 0.748 0.708
N 0.900 -0.141 -0.522
N 0.148 1.635 0.512
O 1.172 1.120 -0.253
Br -1.282 -3.021 -0.519

Orbital gap (alpha / beta), eV: 6.99 / 6.98
Relative energy (zero: lowest compared OMol25 entry of this formula, charge and spin), kcal/mol: 99.48
LUMO (alpha / beta), eV: -4.33 / -4.33